(1)
{"formula": "C2H10NOS2", "method": "wB97M-V/def2-TZVPD", "elements": ["N", "C", "C", "S", "S", "H", "H", "H", "H", "H", "H", "H", "H", "H", "H", "O"], "xyz": [[-2.146, 1.829, -0.085], [-0.875, 1.316, 0.569], [-0.062, 0.382, -0.376], [1.503, -0.173, 0.632], [2.276, -1.274, -0.920], [-3.001, 1.313, 0.174], [-2.111, 1.745, -1.114], [-2.267, 2.850, -0.097], [-1.267, 0.805, 1.449], [-0.262, 2.203, 0.728], [-0.634, -0.542, -0.521], [0.349, 0.976, -1.187], [3.539, -1.340, -0.448], [-3.387, -1.447, 0.149], [-4.282, -0.773, 1.109], [-3.672, -0.540, 0.392]], "atomic_forces_ev_per_a": [[0.209, 0.395, -2.254], [-0.160, 0.236, -0.549], [0.058, -0.058, 2.261], [-0.372, -0.329, -1.954], [-0.502, 0.776, 0.876], [0.040, -0.163, 0.346], [0.091, -0.686, 0.102], [-0.088, -0.045, 1.222], [0.664, 0.179, 0.210], [-0.187, -0.154, 0.705], [0.345, 0.261, -0.773], [-0.205, -0.534, -0.486], [0.046, -0.078, 0.259], [-0.087, 0.758, -0.251], [-0.187, 0.509, 0.011], [0.335, -1.066, 0.275]], "lowdin_spin": [0.000, 0.002, 0.026, 0.482, 0.466, 0.000, 0.000, 0.000, 0.000, 0.000, 0.004, 0.004, 0.015, 0.000, 0.000, 0.000], "total_energy_ev": -27425.6923, "charge": 2, "fmax_ev_per_a": 2.30, "de_lowest_kcal_mol": 0.0, "multiplicity": 2, "lumo_energy_ev": [-8.48, -11.58], "gap_ev": [10.27, 7.65]}


(2)
{"formula": "C57H60ClMnN8O9S", "method": "wB97M-V/def2-TZVPD", "elements": ["Mn", "C", "O", "C", "C", "C", "C", "C", "C", "N", "C", "N", "C", "C", "C", "C", "C", "C", "O", "C", "N", "C", "C", "C", "C", "C", "C", "O", "C", "H", "H", "H", "H", "H", "H", "H", "H", "H", "H", "H", "H", "H", "H", "H", "H", "H", "H", "H", "H", "H", "H", "C", "O", "C", "C", "C", "C", "C", "C", "N", "C", "N", "C", "C", "C", "C", "C", "C", "O", "C", "N", "C", "C", "C", "C", "C", "C", "O", "C", "H", "H", "H", "H", "H", "H", "H", "H", "H", "H", "H", "H", "H", "H", "H", "H", "H", "H", "H", "H", "H", "H", "C", "C", "C", "N", "C", "S", "N", "C", "O", "C", "C", "C", "C", "C", "C", "H", "H", "H", "H", "H", "H", "H", "H", "H", "H", "H", "H", "H", "H", "Cl", "C", "C", "O", "O", "H", "H"], "xyz": [[-0.029, 0.041, 0.225], [-5.524, -2.490, -3.809], [-5.338, -1.096, -3.972], [-6.014, -0.350, -3.009], [-7.352, -0.058, -3.162], [-8.023, 0.681, -2.197], [-7.322, 1.132, -1.091], [-5.975, 0.867, -0.937], [-5.287, 0.094, -1.880], [-3.947, -0.245, -1.879], [-2.968, -0.223, -0.919], [-3.385, 0.084, 0.322], [-2.742, 0.138, 1.560], [-1.353, 0.142, 1.793], [-0.988, 0.005, 3.142], [-1.895, 0.005, 4.181], [-3.253, 0.149, 3.932], [-3.675, 0.189, 2.623], [-5.011, 0.254, 2.239], [-5.981, 0.443, 3.232], [-1.702, -0.432, -1.190], [-1.248, -1.078, -2.314], [-1.990, -2.027, -3.040], [-1.501, -2.597, -4.199], [-0.247, -2.251, -4.667], [0.553, -1.402, -3.909], [0.087, -0.854, -2.729], [0.885, -0.078, -1.888], [2.026, 0.475, -2.503], [-6.567, -2.764, -3.994], [-5.244, -2.817, -2.804], [-4.883, -2.976, -4.541], [-7.866, -0.414, -4.044], [-9.075, 0.893, -2.307], [-7.825, 1.717, -0.334], [-5.475, 1.309, -0.095], [-3.638, -0.552, -2.796], [-4.384, -0.014, 0.448], [0.051, -0.155, 3.390], [-1.557, -0.112, 5.201], [-3.952, 0.183, 4.754], [-5.931, -0.326, 4.011], [-6.943, 0.374, 2.722], [-5.893, 1.435, 3.694], [-2.929, -2.381, -2.647], [-2.107, -3.324, -4.723], [0.138, -2.668, -5.587], [1.558, -1.209, -4.252], [2.747, -0.300, -2.782], [2.494, 1.152, -1.792], [1.736, 1.037, -3.398], [0.692, 5.424, 1.869], [0.366, 5.060, 0.553], [0.033, 6.040, -0.340], [-0.045, 7.388, -0.021], [-0.415, 8.336, -0.966], [-0.723, 7.940, -2.252], [-0.655, 6.600, -2.586], [-0.277, 5.636, -1.653], [-0.269, 4.305, -2.077], [0.010, 3.202, -1.241], [1.325, 3.091, -0.965], [1.893, 2.599, 0.234], [1.364, 1.527, 0.976], [2.035, 1.325, 2.199], [3.131, 2.053, 2.616], [3.654, 3.066, 1.826], [3.025, 3.344, 0.631], [3.424, 4.360, -0.238], [4.310, 5.329, 0.247], [-0.880, 2.350, -0.876], [-2.185, 2.588, -1.356], [-2.411, 2.290, -2.705], [-3.604, 2.550, -3.346], [-4.615, 3.176, -2.635], [-4.420, 3.473, -1.302], [-3.230, 3.176, -0.625], [-3.268, 3.541, 0.683], [-2.203, 3.337, 1.592], [0.902, 4.490, 2.390], [-0.140, 5.944, 2.359], [1.584, 6.062, 1.894], [0.164, 7.719, 0.984], [-0.466, 9.377, -0.681], [-1.014, 8.662, -2.999], [-0.906, 6.269, -3.583], [-1.010, 4.123, -2.745], [1.870, 3.870, -1.321], [1.693, 0.548, 2.861], [3.604, 1.823, 3.561], [4.516, 3.626, 2.159], [4.386, 6.080, -0.537], [5.301, 4.912, 0.444], [3.942, 5.802, 1.162], [-1.596, 1.832, -3.248], [-3.733, 2.289, -4.387], [-5.557, 3.409, -3.111], [-5.197, 3.962, -0.731], [-2.618, 2.858, 2.481], [-1.802, 4.312, 1.877], [-1.407, 2.703, 1.199], [6.417, -1.753, -0.807], [5.254, -0.821, -1.127], [4.113, -0.998, -0.132], [3.526, -2.310, -0.235], [2.656, -2.765, 0.696], [2.422, -1.952, 2.134], [2.029, -3.942, 0.469], [2.126, -4.820, -0.641], [1.070, -5.287, -1.093], [3.437, -5.193, -1.112], [3.510, -5.906, -2.330], [4.709, -6.347, -2.824], [5.891, -6.109, -2.125], [5.835, -5.439, -0.907], [4.639, -4.988, -0.397], [7.276, -1.536, -1.439], [6.126, -2.791, -0.956], [6.712, -1.623, 0.232], [4.903, -1.009, -2.147], [5.583, 0.219, -1.076], [3.340, -0.224, -0.267], [4.495, -0.896, 0.888], [3.451, -2.732, -1.152], [1.154, -4.034, 0.975], [2.585, -6.098, -2.854], [4.738, -6.891, -3.759], [6.836, -6.462, -2.510], [6.749, -5.284, -0.347], [4.616, -4.505, 0.568], [-3.306, -3.867, -0.457], [-1.563, -3.950, -0.183], [-1.170, -2.813, 0.817], [-1.722, -2.782, 1.905], [-0.275, -2.042, 0.369], [-1.056, -3.850, -1.143], [-1.353, -4.930, 0.248]], "atomic_forces_ev_per_a": [[-2.023, 0.857, -0.084], [-0.063, -0.306, -0.009], [-0.152, 0.647, 0.281], [0.246, -0.158, 0.182], [-0.034, 0.078, -0.032], [0.082, -0.049, 0.038], [-0.247, -0.046, -0.154], [0.187, -0.262, -0.076], [-0.580, -0.004, -0.151], [0.234, -0.393, -0.542], [0.384, 0.013, 0.780], [-0.563, -0.120, -1.257], [0.683, 0.078, 1.581], [-0.202, -0.217, -0.869], [-0.212, 0.190, 0.013], [0.244, 0.074, -0.065], [-0.308, -0.001, 0.099], [0.273, -0.012, -0.286], [0.188, -0.034, -0.023], [-0.157, 0.037, 0.044], [0.318, 0.113, 0.802], [-0.146, -0.094, -0.390], [0.341, 0.218, 0.148], [0.178, -0.051, -0.244], [-0.097, -0.139, 0.048], [0.160, -0.032, -0.040], [-0.040, 0.198, 0.315], [-0.658, -0.512, -0.335], [0.403, 0.210, -0.057], [0.029, -0.015, 0.008], [0.035, 0.006, 0.029], [-0.002, -0.045, 0.002], [0.000, -0.052, -0.077], [-0.090, 0.039, -0.030], [-0.029, 0.065, 0.049], [0.125, -0.005, 0.098], [-0.004, 0.121, 0.245], [0.171, 0.114, -0.087], [0.058, 0.065, 0.003], [0.049, 0.004, 0.136], [-0.088, 0.002, 0.024], [-0.004, 0.046, -0.079], [0.015, 0.002, 0.090], [0.063, -0.105, 0.029], [-0.080, 0.086, 0.059], [-0.005, -0.034, -0.073], [0.028, -0.033, -0.031], [0.009, 0.078, 0.032], [-0.040, -0.013, 0.010], [-0.139, -0.115, -0.006], [0.048, -0.033, 0.054], [0.064, 0.040, 0.298], [-0.298, 0.413, -0.575], [0.059, -0.053, 0.155], [0.046, 0.036, 0.088], [0.015, 0.020, 0.018], [-0.025, 0.069, -0.015], [0.123, -0.149, 0.273], [0.023, 0.132, 0.048], [-0.102, -0.112, -0.377], [-0.532, -0.353, -0.033], [0.555, 0.183, -0.288], [-0.008, -0.043, 0.434], [0.340, -0.553, -0.442], [-0.044, 0.153, 0.018], [-0.079, -0.146, 0.168], [0.195, 0.291, -0.185], [-0.142, 0.003, 0.019], [-0.277, -0.394, 0.126], [0.134, 0.134, -0.013], [0.616, -0.137, 0.190], [0.071, 0.304, -0.177], [-0.118, -0.033, 0.085], [0.032, 0.170, -0.158], [0.017, 0.062, 0.064], [0.118, 0.135, -0.060], [-0.243, 0.118, 0.027], [-0.280, -0.045, -0.585], [0.562, -0.215, 0.485], [-0.006, 0.064, -0.028], [0.067, -0.035, -0.014], [-0.069, -0.022, -0.003], [0.069, -0.048, 0.119], [-0.005, 0.065, 0.013], [-0.046, 0.084, -0.052], [0.001, -0.030, -0.131], [0.078, -0.054, 0.223], [-0.285, -0.185, -0.046], [-0.001, -0.056, -0.016], [0.043, -0.016, 0.096], [0.068, 0.062, -0.032], [0.065, 0.029, 0.041], [0.049, -0.013, 0.007], [-0.040, -0.047, 0.035], [0.129, -0.145, -0.012], [-0.014, -0.031, -0.050], [-0.096, 0.013, 0.008], [-0.050, -0.006, 0.080], [0.012, -0.024, -0.068], [0.002, 0.019, -0.083], [-0.175, 0.133, 0.114], [-0.090, 0.171, -0.169], [-0.070, -0.206, 0.223], [0.109, 0.698, -0.086], [-0.650, -0.603, -0.358], [0.962, 1.383, 1.161], [0.016, -0.552, -0.254], [-0.423, -1.523, -0.918], [-3.207, 0.564, 0.765], [1.988, 0.297, 0.584], [2.081, -0.981, -1.070], [-0.617, 0.640, 0.754], [0.741, -0.176, -0.191], [-0.452, 0.089, 0.180], [0.521, -0.289, -0.274], [-1.141, -0.151, -0.068], [0.109, -0.063, -0.051], [0.079, -0.037, 0.014], [0.101, -0.043, 0.137], [-0.018, 0.099, -0.053], [-0.070, -0.010, -0.052], [0.199, -0.197, 0.195], [-0.091, 0.107, -0.119], [0.126, 0.285, 0.016], [0.088, 0.189, -0.130], [-0.059, 0.020, -0.035], [-0.002, -0.006, -0.042], [0.069, -0.008, -0.037], [-0.026, 0.038, 0.033], [-0.020, 0.061, 0.027], [-0.812, -0.114, -0.172], [0.626, 0.253, 0.285], [-0.190, -0.259, 0.086], [-0.198, -0.374, 0.129], [1.271, 0.315, -0.655], [-0.130, 0.017, 0.210], [-0.022, 0.123, -0.056]], "lowdin_spin": [0.985, 0.000, 0.000, 0.000, 0.000, 0.000, 0.000, 0.000, 0.000, 0.000, 0.001, 0.001, -0.004, -0.018, -0.003, 0.000, -0.001, 0.000, 0.000, 0.000, 0.003, 0.000, 0.000, 0.000, -0.001, 0.000, 0.000, -0.001, 0.000, 0.000, 0.000, 0.000, 0.000, 0.000, 0.000, 0.000, 0.000, 0.000, 0.000, 0.000, 0.000, 0.000, 0.000, 0.000, 0.000, 0.000, 0.000, 0.000, 0.000, 0.000, 0.000, 0.000, 0.000, 0.000, 0.000, 0.000, 0.000, 0.000, 0.000, 0.000, 0.000, 0.000, -0.002, 0.004, 0.007, 0.001, 0.000, -0.001, 0.000, 0.000, 0.000, 0.000, 0.000, 0.000, 0.000, 0.000, 0.000, 0.000, 0.000, 0.000, 0.000, 0.000, 0.000, 0.000, 0.000, 0.000, 0.000, 0.000, 0.001, 0.000, 0.000, 0.000, 0.000, 0.000, 0.000, 0.000, 0.000, 0.000, 0.000, 0.000, 0.000, 0.000, 0.000, 0.000, 0.000, 0.002, 0.005, 0.001, 0.000, 0.001, 0.000, 0.000, 0.000, 0.000, 0.000, 0.000, 0.000, 0.000, 0.000, 0.000, 0.000, 0.000, 0.000, 0.000, 0.000, 0.000, 0.000, 0.000, 0.000, 0.000, 0.000, 0.000, 0.004, 0.007, 0.007, 0.000, 0.000], "total_energy_ev": -145107.9041, "charge": -1, "fmax_ev_per_a": 3.34, "multiplicity": 2, "lumo_energy_ev": [1.59, 1.59], "gap_ev": [5.54, 5.05]}